A cluster of 2 separate species, C2H6O2S in total, computed with ωB97M-V with the def2-TZVPD basis set.

Frontier orbital gap, eV: 9.59
E_LUMO, Ha: 0.0254

```
! RIJCOSX wB97M-V def2-TZVPD def2/J DEFGRID3
* xyz 0 1
C 1.853 0.058 0.667
O 2.147 0.468 -0.397
H 1.708 -0.971 0.894
H 1.872 0.655 1.670
C -1.385 -0.944 -0.451
S -1.036 0.539 0.665
O -0.973 1.791 -0.415
H -0.658 -1.735 0.092
H -0.986 -0.513 -1.386
H -2.391 -1.443 -0.554
H -0.152 2.095 -0.786
*
```

natural (NBO) population analysis, charges in e, atoms 1 to 2:
1. C 0.290
2. O -0.536

---

A structure of composition C19H34BBrNiO8P2, computed with ωB97M-V with the def2-TZVPD basis set.

Frontier orbital gap (spin up / spin down), eV: 7.92 / 7.26
E_LUMO (spin up / spin down), Ha: 0.0048 / 0.0048

```
! RIJCOSX wB97M-V def2-TZVPD def2/J DEFGRID3
* xyz 0 1
Ni -0.041 -0.496 -1.140
C 6.443 -0.117 -2.062
C 5.271 0.814 -1.840
C 5.606 1.881 -0.817
O 4.178 -0.038 -1.389
P 2.630 0.190 -1.265
O 1.980 -0.544 -0.154
C 2.325 1.968 -1.151
P 0.567 2.381 -0.988
O -0.084 1.509 0.006
O 0.478 3.937 -0.750
C 0.214 4.555 0.560
C 1.235 4.100 1.581
C -1.217 4.302 0.981
O 0.039 2.194 -2.441
C -0.519 3.054 -3.470
C -1.791 3.712 -2.985
C 0.536 4.014 -3.974
O 1.968 -0.303 -2.609
C 2.432 -0.117 -3.977
C 1.197 -0.150 -4.846
C 3.415 -1.212 -4.325
H 7.293 0.445 -2.450
H 6.197 -0.907 -2.768
H 6.731 -0.580 -1.117
H 4.975 1.269 -2.790
H 5.723 1.425 0.167
H 4.855 2.665 -0.753
H 6.550 2.353 -1.091
H 2.727 2.501 -2.018
H 2.817 2.310 -0.239
H 0.355 5.615 0.349
H 1.151 3.027 1.766
H 1.056 4.616 2.525
H 2.250 4.336 1.256
H -1.383 3.245 1.182
H -1.912 4.623 0.205
H -1.428 4.873 1.886
H -0.777 2.340 -4.252
H -1.583 4.509 -2.271
H -2.437 2.966 -2.521
H -2.319 4.141 -3.838
H 0.840 4.709 -3.191
H 0.132 4.592 -4.806
H 1.414 3.473 -4.334
H 2.908 0.869 -4.043
H 0.739 -1.139 -4.809
H 1.466 0.084 -5.877
H 0.453 0.560 -4.489
H 2.917 -2.180 -4.258
H 4.272 -1.223 -3.656
H 3.770 -1.071 -5.348
Br -1.891 -0.620 -2.558
O -0.603 -2.786 0.824
B -0.378 -2.262 -0.446
O -0.069 -3.322 -1.339
C -0.121 -4.465 -0.591
C 0.098 -5.766 -0.983
C -0.014 -6.749 0.004
C -0.332 -6.423 1.317
C -0.555 -5.098 1.701
C -0.442 -4.146 0.717
H 0.340 -6.009 -2.008
H 0.148 -7.785 -0.262
H -0.409 -7.209 2.057
H -0.802 -4.828 2.718
*
```

natural (NBO) population analysis, charges in e, atoms 1 to 2:
1. Ni 0.742
2. C -0.619

---

A structure of composition C22H40ClNO9PtSSi, computed with ωB97M-V with the def2-TZVPD basis set.

Frontier orbital gap, eV: 6.56
E_LUMO, Ha: 0.1517

```
! RIJCOSX wB97M-V def2-TZVPD def2/J DEFGRID3
* xyz -2 1
Pt 0.248 1.019 0.652
C -0.891 -1.916 -2.598
C -0.992 -1.346 -1.190
C -0.730 -2.430 -0.162
C -2.327 -0.667 -0.950
O 0.077 -0.334 -1.030
Si 0.704 0.750 -2.156
S 1.611 2.136 -0.909
O 1.698 0.013 -3.238
C 3.034 -0.462 -3.053
C 4.006 0.706 -3.196
C 3.262 -1.474 -4.171
C 3.193 -1.139 -1.693
O -0.552 1.239 -3.080
C -0.894 2.512 -3.622
C -1.423 3.414 -2.511
C 0.322 3.131 -4.307
C -1.992 2.234 -4.646
H -1.647 -2.695 -2.704
H 0.094 -2.357 -2.768
H -1.066 -1.151 -3.355
H -1.526 -3.175 -0.206
H -0.734 -2.000 0.836
H 0.236 -2.908 -0.351
H -3.142 -1.379 -1.080
H -2.456 0.168 -1.642
H -2.378 -0.298 0.074
H 3.907 1.154 -4.187
H 5.034 0.362 -3.066
H 3.789 1.463 -2.444
H 3.082 -1.003 -5.139
H 2.572 -2.312 -4.063
H 4.285 -1.855 -4.146
H 3.099 -0.414 -0.884
H 4.170 -1.622 -1.626
H 2.419 -1.897 -1.558
H -0.660 3.592 -1.755
H -2.269 2.937 -2.015
H -1.750 4.370 -2.928
H 1.101 3.339 -3.572
H 0.047 4.067 -4.798
H 0.722 2.441 -5.052
H -2.843 1.763 -4.154
H -1.622 1.559 -5.419
H -2.325 3.163 -5.114
O -4.872 -1.642 1.141
Cl -3.832 -2.435 1.844
O -4.286 -2.635 3.240
O -3.778 -3.776 1.196
O -0.731 -0.204 1.962
O -0.942 3.505 1.191
C -0.087 3.328 2.036
O 0.688 2.273 2.119
H 0.114 4.074 2.826
C 1.443 -2.218 5.368
N 1.724 -1.666 4.061
C 1.107 -2.471 3.019
C 1.361 -0.244 3.958
C -0.081 0.112 4.240
C -0.467 0.470 5.528
C -1.770 0.839 5.829
C -2.711 0.858 4.807
C -2.359 0.516 3.514
C -1.041 0.142 3.204
H 1.825 -3.242 5.415
H 0.369 -2.244 5.609
H 1.948 -1.627 6.137
H 1.568 -3.464 3.011
H 1.268 -1.997 2.052
H 0.022 -2.592 3.150
H 1.631 0.091 2.956
H 1.993 0.298 4.670
H 0.287 0.469 6.311
H -2.046 1.112 6.841
H -3.737 1.137 5.018
H -3.100 0.534 2.725
*
```

Mulliken population analysis, charges in e, atoms 1 to 2:
1. Pt 1.672
2. C -1.622

---

One value per record, in order, for relative energy (zero: lowest compared OMol25 entry of this formula, charge and spin): 2.452, 1.016, 0.000 eV.
One value per record, in order, for M: 94.13, 601.83, 753.24 g mol⁻¹.